No. 1
Formula: C4H8N2O
Source: the OMol25 dataset
Level of theory: ωB97M-V with the def2-TZVPD basis set

Calculated values
- spin multiplicity = 1
- orbital gap (Eh) = 0.3607
- SMILES = C=C(C)N(C)N=O
- energy relative to the best compared isomer or geometry (same formula, charge and spin) (eV) = 5.050

Last column: Mulliken charge in e.
Atoms and positions in Å:
C (-1.12, 1.21, 0.98)  -0.82
C (1.45, -0.53, 0.45)  -1.18
N (-0.90, 0.40, -0.21)  0.26
C (0.22, -0.73, -0.38)  0.92
C (-0.10, -1.80, -1.09)  -0.96
N (-0.49, 0.95, -1.33)  -0.23
O (-0.41, 2.17, -1.37)  -0.50
H (-0.21, 1.72, 1.31)  0.33
H (-1.80, 2.01, 0.69)  0.28
H (-1.48, 0.55, 1.76)  0.33
H (1.20, -0.42, 1.51)  0.29
H (1.99, 0.36, 0.12)  0.31
H (2.08, -1.41, 0.37)  0.38
H (0.49, -2.70, -1.02)  0.28
H (-0.94, -1.78, -1.77)  0.31

No. 2
Formula: C4H5FO2
Source: the OMol25 dataset
Level of theory: ωB97M-V with the def2-TZVPD basis set

Calculated values
- spin multiplicity = 1
- orbital gap (Eh) = 0.3894
- SMILES = C/C(=C/F)OC=O
- energy relative to the best compared isomer or geometry (same formula, charge and spin) (eV) = 1.487

Last column: Mulliken charge in e.
Atoms and positions in Å:
C (0.01, 1.99, 0.04)  -0.92
C (0.43, 0.56, 0.11)  0.59
C (-1.59, -0.74, 0.26)  0.09
C (1.51, 0.01, -0.38)  -0.30
H (0.09, 2.47, 1.09)  0.24
H (0.62, 2.70, -0.64)  0.31
H (-1.14, 2.06, -0.34)  0.24
H (-2.24, -1.27, 0.95)  0.37
H (2.26, 0.58, -0.81)  0.39
O (-0.40, -0.30, 0.85)  -0.34
O (-1.90, -0.48, -0.85)  -0.43
F (1.85, -1.25, -0.04)  -0.24

No. 3
Formula: C16H9CdF8IN4O4S2
Source: the OMol25 dataset
Level of theory: ωB97M-V with the def2-TZVPD basis set

Calculated values
- spin multiplicity = 1
- orbital gap (Eh) = 0.3261
- energy relative to the best compared isomer or geometry (same formula, charge and spin) (eV) = 0.680

Last column: Mulliken charge in e.
Atoms and positions in Å:
Cd (0.33, -0.25, -0.07)  1.07
F (0.29, 0.51, 5.39)  -0.32
C (-0.14, -0.20, 4.33)  0.36
C (0.26, 0.16, 3.06)  -0.17
C (-0.18, -0.57, 1.96)  -1.08
C (-1.04, -1.68, 2.16)  0.77
C (-1.41, -1.99, 3.46)  0.41
F (-2.27, -3.00, 3.72)  -0.35
C (-0.98, -1.27, 4.56)  -0.70
C (-1.51, -2.45, 0.97)  0.64
C (-2.00, -3.75, 1.05)  -0.98
C (-2.46, -4.38, -0.09)  -0.27
C (-2.44, -3.70, -1.30)  -0.92
C (-1.90, -2.43, -1.31)  -0.10
N (-1.45, -1.82, -0.22)  0.01
H (0.93, 1.00, 2.94)  0.50
H (-1.30, -1.55, 5.55)  0.49
H (-2.01, -4.28, 1.99)  0.43
H (-2.85, -5.39, -0.04)  0.44
H (-2.80, -4.15, -2.22)  0.40
H (-1.83, -1.86, -2.23)  0.43
F (1.05, -1.19, -2.74)  -0.24
C (2.01, -1.86, -2.07)  0.64
F (2.77, -2.51, -2.92)  -0.23
F (1.38, -2.76, -1.29)  -0.21
S (2.93, -0.66, -0.90)  1.36
O (2.15, 0.56, -1.07)  -0.95
O (2.72, -1.30, 0.37)  -0.59
N (4.42, -0.56, -1.32)  -0.64
S (4.60, 0.38, -2.63)  1.06
O (5.92, 0.30, -3.16)  -0.65
O (3.47, 0.22, -3.50)  -0.59
C (4.52, 2.15, -1.94)  0.71
F (5.69, 2.74, -2.21)  -0.23
F (3.55, 2.84, -2.52)  -0.23
F (4.36, 2.18, -0.61)  -0.23
I (-2.14, 4.78, -3.53)  0.15
C (-1.69, 3.41, -2.04)  -0.58
C (-2.18, 3.42, -0.76)  -0.07
N (-1.63, 2.35, -0.15)  0.05
N (-0.83, 1.66, -0.96)  -0.10
C (-0.85, 2.29, -2.12)  -0.61
H (-2.85, 4.09, -0.26)  0.46
H (-1.76, 2.04, 0.80)  0.16
H (-0.26, 1.94, -2.96)  0.52

No. 4
Formula: C26H26AuN4O4S
Source: the OMol25 dataset
Level of theory: ωB97M-V with the def2-TZVPD basis set

Calculated values
- spin multiplicity = 3
- expectation value of S² = 2.021
- orbital gap (spin up / spin down) (Eh) = 0.2592 / 0.1298
- charge = +1
- energy relative to the best compared isomer or geometry (same formula, charge and spin) (eV) = 0.891

Last column: Mulliken charge in e.
Atoms and positions in Å:
Au (-0.42, -1.74, -1.28)  1.02
C (1.54, -2.66, 1.89)  -1.71
C (0.91, -1.31, 1.64)  1.49
C (0.94, -0.38, 2.84)  -1.57
O (-0.39, -1.50, 1.14)  -0.53
C (1.83, -0.54, 0.50)  0.54
O (2.95, -0.28, 0.88)  -0.71
O (1.21, -0.28, -0.54)  -0.72
H (1.05, -3.13, 2.74)  0.42
H (2.60, -2.56, 2.12)  0.35
H (1.42, -3.30, 1.02)  0.36
H (0.33, -0.79, 3.65)  0.43
H (0.57, 0.61, 2.59)  0.26
H (1.96, -0.28, 3.19)  0.37
H (-0.93, -0.72, 1.32)  0.24
S (-1.62, -3.19, -5.37)  -0.20
C (-0.56, -1.87, -5.60)  -0.39
C (-0.05, -1.38, -4.43)  -0.56
C (-0.53, -2.07, -3.31)  -0.27
C (-1.39, -3.09, -3.64)  -0.25
C (-1.99, -3.93, -2.66)  1.34
C (-2.89, -4.97, -2.95)  -0.81
C (-3.43, -5.69, -1.91)  -0.34
C (-3.06, -5.39, -0.60)  -0.82
C (-2.15, -4.37, -0.39)  -0.18
N (-1.65, -3.66, -1.39)  -0.26
H (-0.36, -1.52, -6.60)  0.48
H (0.65, -0.56, -4.38)  0.44
H (-3.14, -5.18, -3.98)  0.35
H (-4.15, -6.48, -2.10)  0.44
H (-3.46, -5.93, 0.23)  0.40
H (-1.80, -4.10, 0.59)  0.46
C (5.25, 3.21, 3.54)  -1.50
C (3.97, 3.24, 2.79)  0.85
C (3.87, 2.77, 1.48)  -0.75
C (2.66, 2.80, 0.80)  -0.34
C (1.51, 3.31, 1.42)  0.70
N (0.32, 3.28, 0.72)  -0.14
C (-0.88, 3.85, 1.10)  0.28
O (-1.04, 4.57, 2.05)  -0.60
N (-1.95, 3.58, 0.26)  -0.03
C (-2.24, 2.50, -0.57)  0.38
C (-3.33, 2.58, -1.45)  -0.54
C (-3.62, 1.49, -2.25)  -0.86
C (-2.85, 0.34, -2.15)  -0.40
N (-1.85, 0.26, -1.28)  0.11
C (-1.54, 1.30, -0.53)  -0.58
C (1.61, 3.80, 2.74)  -0.35
C (2.82, 3.77, 3.39)  -0.84
H (5.92, 2.43, 3.16)  0.39
H (5.08, 3.04, 4.60)  0.40
H (5.77, 4.16, 3.44)  0.34
H (4.74, 2.37, 0.98)  0.44
H (2.60, 2.41, -0.20)  0.30
H (0.40, 2.94, -0.23)  0.41
H (-2.73, 4.21, 0.43)  0.30
H (-3.92, 3.47, -1.50)  0.43
H (-4.44, 1.53, -2.95)  0.41
H (-3.03, -0.53, -2.75)  0.48
H (-0.71, 1.15, 0.14)  0.64
H (0.74, 4.22, 3.22)  0.53
H (2.88, 4.16, 4.40)  0.45

No. 5
Formula: C2H2IN
Source: the OMol25 dataset
Level of theory: ωB97M-V with the def2-TZVPD basis set

Calculated values
- spin multiplicity = 1
- orbital gap (spin up / spin down) (Eh) = 0.2896 / 0.2896
- energy relative to the best compared isomer or geometry (same formula, charge and spin) (eV) = 2.323

Last column: Mulliken charge in e.
Atoms and positions in Å:
C (1.05, 0.63, -0.61)  -0.16
C (-0.89, -0.03, 0.56)  -0.29
N (-0.01, 0.18, -0.31)  -0.05
I (2.51, -0.35, -1.71)  0.07
H (-0.60, -0.45, 1.51)  0.21
H (-2.05, 0.01, 0.56)  0.21

No. 6
Formula: C3H4O2
Source: the OMol25 dataset
Level of theory: ωB97M-V with the def2-TZVPD basis set

Calculated values
- spin multiplicity = 1
- orbital gap (Eh) = 0.4186
- SMILES = O=C1CCO1
- energy relative to the best compared isomer or geometry (same formula, charge and spin) (eV) = 2.351

Last column: Mulliken charge in e.
Atoms and positions in Å:
C (0.41, 0.27, -0.49)  0.48
C (-0.48, -1.16, -0.32)  -0.45
C (-0.98, -0.31, 0.92)  -0.30
H (0.56, -1.74, -0.16)  0.22
H (-1.38, -1.57, -0.87)  0.30
H (-2.00, -0.15, 0.82)  0.31
H (-0.54, -0.74, 1.96)  0.21
O (1.52, 0.58, -0.92)  -0.49
O (-0.30, 0.83, 0.62)  -0.28